DFT (ωB97M-V/def2-TZVPD) results for C30H49As3Br2NOS5SbTi as an isolated structure in a non-equilibrium geometry.

As for the HOMO-LUMO gap (spin up / spin down): 5.5 / 7.3 eV. The calculation puts the energy relative to the best compared isomer or geometry (same formula, charge and spin) at 0.873 eV. As for the spin multiplicity: 3. The largest force on an atom is 1.67 eV Å⁻¹.

CARTESIAN COORDINATES (ANGSTROEM)
Ti -0.11451 0.39949 1.10425
Br -4.47668 -0.91078 3.11333
C -2.72659 -1.38750 3.64129
C -2.53172 -2.25232 4.72151
C -1.25987 -2.60735 5.08681
Br -1.04369 -3.76187 6.57630
C -0.12739 -2.13958 4.38948
C 1.23074 -2.46885 4.69030
C 2.23098 -1.93607 3.91006
C 1.93538 -1.09150 2.84687
N 0.66138 -0.74419 2.51490
C -0.36298 -1.27578 3.30379
C -1.66258 -0.86729 2.93498
O -1.77723 -0.01081 1.92000
H -3.38179 -2.63795 5.26687
H 1.45928 -3.11881 5.52387
H 3.26905 -2.17264 4.11586
H 2.72002 -0.66310 2.24287
C -3.47844 1.67116 -0.66738
As -1.54239 1.52561 -0.79171
C -1.19107 3.39608 -1.18444
C -1.18817 0.92659 -2.63786
C -1.47229 -0.51885 -3.09161
C -1.10411 -0.57050 -4.58070
C -0.59895 -1.56667 -2.37725
As -0.56624 -1.70859 -0.42257
C -2.32259 -2.44743 -0.01123
C 0.38956 -3.40080 -0.34633
C -2.97371 -0.80426 -2.87572
As -3.99786 -2.34854 -3.57818
C -2.71046 -3.79389 -3.91045
C -4.18225 -1.78144 -5.44657
H -3.90085 2.08363 -1.57781
H -3.67387 2.34466 0.16296
H -3.93701 0.71515 -0.43365
H -1.75914 3.69827 -2.06136
H -0.12975 3.55184 -1.35222
H -1.48887 3.99503 -0.33065
H -0.12521 1.14295 -2.77420
H -1.73516 1.60858 -3.29037
H -0.06988 -0.24379 -4.72707
H -1.75497 0.08916 -5.16258
H -1.19521 -1.58151 -4.98300
H 0.44536 -1.42294 -2.66210
H -0.88699 -2.55599 -2.72237
H -2.66368 -3.07753 -0.82903
H -3.04786 -1.66521 0.19707
H -2.21392 -3.04986 0.88879
H -0.23953 -4.16885 -0.78911
H 0.58173 -3.64798 0.69666
H 1.33589 -3.34694 -0.87904
H -3.54913 0.04034 -3.26699
H -3.17540 -0.82424 -1.80905
H -2.37704 -4.24921 -2.97813
H -1.84773 -3.49324 -4.50267
H -3.26560 -4.54850 -4.46875
H -4.57469 -0.76464 -5.48130
H -4.89837 -2.43879 -5.93815
H -3.23779 -1.82149 -5.98767
C 1.63391 1.78962 5.29614
S -0.12838 1.53132 4.97401
C -0.52966 3.09198 4.29142
C -0.30796 3.48036 3.02319
S 0.52083 2.65190 1.71682
S -0.81546 5.11333 2.65921
C -1.38536 5.57182 4.22820
S -1.96140 7.06141 4.58527
S -1.27546 4.26836 5.34839
H 1.96385 0.95741 5.92002
H 1.77806 2.72755 5.83030
H 2.18587 1.79278 4.35641
C 4.01184 3.16261 0.83405
C 4.02234 1.65618 0.55352
Sb 2.31848 0.88058 -0.51654
C 3.14966 -1.07265 -0.92794
C 4.67413 -1.17537 -1.01973
C 2.70651 1.75951 -2.44481
C 4.12632 2.28346 -2.67347
H 4.92890 3.45292 1.35534
H 3.16358 3.44887 1.45349
H 3.95881 3.75033 -0.08532
H 4.07205 1.09473 1.48705
H 4.88778 1.38141 -0.05085
H 2.68573 -1.39979 -1.86247
H 2.76622 -1.71694 -0.13804
H 5.07858 -0.53739 -1.80999
H 4.97801 -2.20203 -1.24453
H 5.15617 -0.89163 -0.08189
H 1.97163 2.55198 -2.58340
H 2.46573 0.96781 -3.16008
H 4.34123 3.15962 -2.06215
H 4.25264 2.57638 -3.71852
H 4.88668 1.53109 -2.45263

---

DFT (ωB97M-V/def2-TZVPD) results for C30H50BrCdN3P2S as an isolated structure in a non-equilibrium geometry.

As for the HOMO-LUMO gap (spin up / spin down): 3.1 / 4.4 eV. The calculation puts the energy relative to the best compared isomer or geometry (same formula, charge and spin) at 0.000 eV. As for the spin multiplicity: 1. As for the total charge: +2. The largest force on an atom is 2.99 eV Å⁻¹.

CARTESIAN COORDINATES (ANGSTROEM)
C 3.05000 -6.25450 6.36670
C 3.77453 -5.86215 5.20886
C 5.07276 -6.39129 5.03994
C 5.54831 -7.33063 5.96113
N 4.82492 -7.68824 7.00450
C 3.62575 -7.20019 7.21948
C 3.26127 -4.87511 4.23813
C 3.01833 -3.93546 3.49404
C 2.49532 -2.84726 2.72070
C 1.15434 -2.90240 2.30157
C 0.60082 -1.75550 1.68365
C 1.39922 -0.65293 1.38412
C 2.67370 -0.58332 1.88367
C 3.30008 -1.71129 2.47558
Cd 1.64802 -0.36124 -0.80936
P -0.15152 -1.72051 -2.10738
H 5.74930 -6.05525 4.24124
H 2.08751 -5.81647 6.65303
H 6.52793 -7.78169 5.84215
H 3.09392 -7.55911 8.10331
H 4.36628 -1.74432 2.79022
H 0.60845 -3.84866 2.52222
H 3.28209 0.31617 1.72652
H -0.41736 -1.82659 1.40367
C -0.58368 -0.78412 -3.63490
C -0.22353 -1.47697 -4.94551
H 0.00315 0.14728 -3.55657
H -1.63853 -0.45435 -3.61491
H -0.52125 -0.86479 -5.80376
H 0.86401 -1.60443 -5.00374
H -0.69249 -2.46081 -5.06351
C 1.33804 -2.82017 -2.34673
C 1.15664 -4.26519 -1.91865
H 2.11592 -2.39737 -1.67239
H 1.76877 -2.72250 -3.35421
H 2.11596 -4.79579 -1.96949
H 0.80872 -4.33063 -0.87563
H 0.44957 -4.79630 -2.56360
C -1.61127 -2.72770 -1.61653
C -2.24331 -3.47541 -2.78936
H -2.32821 -2.01305 -1.18136
H -1.34846 -3.41645 -0.79834
H -3.05603 -4.12653 -2.44520
H -2.67407 -2.77004 -3.50881
H -1.53122 -4.11418 -3.32636
Br 1.18300 2.48403 -0.02665
P 4.93634 0.18536 -1.64687
C 3.88687 -0.79998 -2.73821
C 4.41719 -0.76382 -4.17140
H 2.85337 -0.40722 -2.71656
H 3.84290 -1.83220 -2.38828
H 4.03460 -1.58683 -4.78246
H 4.15919 0.17431 -4.66741
H 5.50821 -0.83153 -4.18304
C 4.12543 1.68438 -1.01703
C 4.99611 2.93255 -1.08104
H 3.80712 1.48908 0.00567
H 3.22173 1.84954 -1.59364
H 4.37817 3.82486 -1.01018
H 5.72240 2.96157 -0.27206
H 5.54946 2.97730 -2.01441
C 5.38193 -0.82452 -0.21181
C 6.78572 -1.43759 -0.36778
H 4.63708 -1.62132 -0.09498
H 5.34603 -0.22421 0.70677
H 7.15279 -1.85895 0.58029
H 6.78124 -2.23779 -1.11438
H 7.51595 -0.69218 -0.70674
C -4.01498 0.43974 -0.71650
N -3.74604 1.79516 -0.23533
C -4.95253 2.56224 0.16469
C -2.58427 1.97908 0.49937
S -1.59753 0.66303 0.83444
N -2.32263 3.27755 0.87390
C -2.73304 4.35716 -0.03081
C -1.20252 3.56311 1.75695
H -4.94490 0.47363 -1.28250
H -4.10729 -0.24648 0.12684
H -3.18010 0.11033 -1.34026
H -4.91482 2.85029 1.21646
H -5.06058 3.44390 -0.47380
H -5.80213 1.90695 -0.00500
H -3.65646 4.81607 0.32629
H -1.96398 5.11775 -0.02864
H -2.87139 3.98203 -1.04580
H -1.20623 2.86862 2.58648
H -0.26492 3.41805 1.19223
H -1.27295 4.60972 2.05993

---

DFT (ωB97M-V/def2-TZVPD) results for C30H50ClNOPW as an isolated structure in a non-equilibrium geometry.

As for the HOMO-LUMO gap (spin up / spin down): 5.8 / 7.2 eV. The calculation puts the energy relative to the best compared isomer or geometry (same formula, charge and spin) at 1.950 eV. As for the spin multiplicity: 4. The largest force on an atom is 5.63 eV Å⁻¹.

CARTESIAN COORDINATES (ANGSTROEM)
W 1.60027 -0.49109 -0.47724
Cl 1.47196 0.40713 1.55169
P 0.10765 0.37617 -2.11854
C -2.71194 -1.03966 -0.15046
H -2.95676 -0.16398 -0.66680
H -1.76860 -0.95064 0.48242
C 2.07154 0.59966 -2.26533
C -0.76365 2.13381 -2.33441
C 2.46007 0.78472 -3.74720
H 2.32174 1.52506 -1.71117
C 3.94090 1.19195 -3.86308
H 2.28729 -0.14388 -4.30417
H 1.83515 1.55590 -4.22631
C 4.94432 0.26042 -3.13594
H 4.22343 1.23091 -4.92436
H 4.05750 2.21804 -3.47462
C 4.49999 -0.05572 -1.73368
H 5.03523 -0.67994 -3.69571
H 5.93163 0.72215 -3.07968
C 3.13909 -0.74938 -1.79880
H 5.10562 -0.80384 -1.23671
H 4.40669 0.81392 -1.07904
H 3.00185 -1.43156 -2.62723
H 3.13659 -1.30122 -0.75127
C -0.51497 -0.53195 -3.74460
C -2.26601 2.11468 -2.63978
H -0.61664 2.47271 -1.29646
C -2.93273 3.49644 -2.49557
H -2.45553 1.74355 -3.65459
H -2.78122 1.43329 -1.96562
C -2.24220 4.55209 -3.36262
H -4.00108 3.43540 -2.75573
H -2.85676 3.80961 -1.44347
C -0.72078 4.56893 -3.13157
H -2.45202 4.35482 -4.42462
H -2.65895 5.54420 -3.14280
C -0.08661 3.16060 -3.24868
H -0.25349 5.25440 -3.85965
H -0.52414 4.95678 -2.11791
H -0.16001 2.84972 -4.30140
H 0.98005 3.25284 -3.01740
C 0.23251 -1.83598 -4.02189
H -1.53084 -0.76904 -3.38087
C -0.53323 -2.74731 -4.99943
H 1.21981 -1.61321 -4.45068
H 0.42051 -2.38887 -3.09975
C -0.88222 -2.04597 -6.31855
H 0.06869 -3.64321 -5.20453
H -1.46232 -3.08115 -4.51410
C -1.46334 -0.63752 -6.11318
H 0.01700 -1.98900 -6.94867
H -1.59921 -2.66628 -6.87159
C -0.67071 0.20789 -5.08978
H -1.50413 -0.12637 -7.08700
H -2.50087 -0.74347 -5.76100
H 0.31427 0.43031 -5.52945
H -1.17243 1.17354 -4.97468
C 0.54343 -2.14032 -0.53055
C -3.07751 -2.25767 -0.38000
H -0.16343 -2.59304 -1.29001
C -3.08529 -3.15027 0.83488
H -2.65338 -2.72947 -1.32536
C -1.93148 -2.94969 1.91390
H -4.04458 -2.80451 1.28514
H -3.16568 -4.20386 0.48846
C -0.61483 -3.67649 1.65418
H -1.68888 -1.91019 2.16966
H -2.39427 -3.40394 2.79658
C 0.46464 -3.10423 0.62524
H -0.05489 -3.65516 2.60677
H -0.84511 -4.74535 1.48573
H 1.25946 -2.78508 1.31830
H 0.77323 -4.06732 0.17165
O 0.62834 3.86590 0.43638
N 0.77387 3.69713 1.72831
C -0.33357 3.45306 2.49806
C -0.20675 3.18195 3.84950
C 1.04703 3.24433 4.46155
C 2.16406 3.51586 3.66808
C 2.00972 3.75166 2.31556
H -1.28638 3.43780 1.97714
H -1.11089 2.92682 4.39492
H 1.13730 3.08534 5.53395
H 3.17313 3.54772 4.08098
H 2.85557 3.95220 1.65315

---

DFT (ωB97M-V/def2-TZVPD) results for a 6-piece molecular cluster, C30H50F13N3O7PS overall in a non-equilibrium geometry.

As for the HOMO-LUMO gap: 5.3 eV. As for the spin multiplicity: 1. As for the total charge: +1. The largest force on an atom is 2.22 eV Å⁻¹.

CARTESIAN COORDINATES (ANGSTROEM)
N -5.06980 3.15005 -6.47320
P -3.61719 3.49475 -6.16885
O -2.51226 2.49729 -6.77211
O -3.21380 4.94501 -6.69119
C -3.30746 3.57639 -4.36390
C -3.98133 4.49719 -3.64912
C -3.73321 4.53978 -2.30454
N -2.86220 3.69166 -1.79116
C -2.54692 3.77563 -0.33280
C -2.62996 2.42752 0.35159
C -1.94084 2.45410 1.70641
F -0.81526 3.20180 1.61993
F -2.75774 2.96701 2.62814
C -1.52293 1.03092 2.13122
F -2.65076 0.28883 2.06329
F -0.66983 0.51802 1.23833
C -0.98902 0.95443 3.60470
F -0.55262 2.13851 4.03720
F -2.05384 0.65251 4.37433
C 0.04420 -0.18033 3.86276
F -0.02454 -0.50146 5.15420
F -0.26744 -1.27686 3.18732
S 1.84468 0.28980 3.51882
F 2.34233 -0.90805 4.41098
F 1.88204 1.25831 4.73467
F 1.41596 1.42957 2.50130
F 1.88532 -0.70246 2.28243
F 3.33663 0.65946 3.21708
N -2.21253 2.76400 -2.44297
C -2.43482 2.70130 -3.73228
H -5.09430 2.29748 -7.03636
H -1.62845 2.75671 -6.47948
H -2.30190 5.16064 -6.44948
H -4.67291 5.18298 -4.10389
H -4.22501 5.25268 -1.67574
H -3.23440 4.46046 0.14413
H -1.56234 4.22487 -0.27292
H -2.28798 1.59550 -0.24897
H -3.67626 2.23308 0.56903
H -1.93650 1.94405 -4.30743
C -9.18363 0.82122 -8.17905
C -8.83043 -0.65901 -8.29550
C -7.36298 -0.59854 -8.69486
O -6.83003 0.58907 -8.09545
C -7.90184 1.40067 -7.60032
H -10.05468 1.01791 -7.55654
H -9.37153 1.23903 -9.17029
H -8.93640 -1.14539 -7.32312
H -9.44105 -1.20140 -9.01475
H -7.24897 -0.51707 -9.78029
H -6.79381 -1.46256 -8.35123
H -7.89316 1.34257 -6.50616
H -7.72916 2.43671 -7.89218
C 0.98468 -3.79496 6.99098
C 0.32370 -3.72789 5.61835
C 0.17503 -5.20321 5.27310
O 0.00263 -5.89277 6.51068
C 0.30673 -5.01551 7.59849
H 0.85102 -2.89484 7.58941
H 2.05652 -3.97455 6.88049
H -0.66093 -3.26032 5.70094
H 0.90183 -3.17678 4.87867
H 1.07761 -5.58933 4.78577
H -0.67987 -5.40393 4.62557
H -0.63134 -4.74252 8.09355
H 0.93767 -5.53780 8.31747
C 2.83288 4.31995 2.27888
C 4.14137 5.09764 2.18789
C 3.94177 5.88709 0.90140
O 2.53427 6.13419 0.79140
C 1.83322 5.33532 1.74391
H 2.58698 3.98054 3.28437
H 2.86660 3.44775 1.62252
H 4.23068 5.77819 3.03719
H 5.02763 4.46625 2.16455
H 4.25939 5.30904 0.02729
H 4.47480 6.83742 0.89951
H 1.46855 5.99122 2.54223
H 0.97266 4.86748 1.26000
C 2.27344 -3.53911 0.48353
C 1.59062 -4.82798 0.93128
C 1.75818 -5.70923 -0.29952
O 2.97758 -5.30236 -0.92550
C 3.42785 -4.07510 -0.34952
H 2.60318 -2.90749 1.30633
H 1.59513 -2.95537 -0.14485
H 2.12789 -5.25931 1.77918
H 0.54835 -4.69807 1.22065
H 0.93828 -5.55868 -1.01058
H 1.81424 -6.77031 -0.05683
H 4.30085 -4.28894 0.27664
H 3.73060 -3.39080 -1.14340
C 6.80689 -3.01976 1.32552
C 7.38873 -4.42687 1.23363
C 8.80885 -4.14191 0.76479
O 9.16513 -2.86572 1.30371
C 8.00298 -2.22188 1.82600
H 5.94141 -2.94352 1.98380
H 6.51223 -2.67297 0.33161
H 7.40400 -4.88932 2.22314
H 6.84449 -5.08651 0.55896
H 8.86180 -4.08187 -0.32743
H 9.52551 -4.88938 1.10495
H 8.06090 -2.23974 2.91997
H 7.98767 -1.18181 1.49765